1.
{"formula": "C16H45N6NaO8Pb", "method": "ωB97M-V/def2-TZVPD", "symbols": ["Na", "Pb", "C", "O", "H", "H", "H", "C", "O", "C", "C", "N", "C", "C", "O", "C", "H", "H", "H", "H", "H", "H", "H", "H", "H", "H", "H", "H", "H", "H", "H", "C", "O", "C", "C", "N", "C", "C", "O", "C", "H", "H", "H", "H", "H", "H", "H", "H", "H", "H", "H", "H", "H", "H", "H", "C", "O", "N", "N", "H", "H", "H", "H", "C", "O", "N", "N", "H", "H", "H", "H", "C", "O", "H", "H", "H", "H"], "positions_angstrom": [[-1.5658, -5.4933, -2.6902], [0.4238, -3.8637, -5.3723], [-0.6024, -2.3595, -2.4037], [0.2705, -3.3565, -2.8196], [-0.8884, -1.7451, -3.2574], [-1.5110, -2.8195, -2.0151], [-0.2573, -1.7350, -1.5796], [-4.1466, -2.8297, 9.3725], [-3.6613, -2.6863, 8.0367], [-2.2309, -2.2486, 8.0460], [-1.8608, -1.5016, 6.7825], [-2.0079, -2.4212, 5.6363], [-1.1406, -2.1799, 4.4287], [-1.3676, -0.8270, 3.7859], [-0.2994, -0.4790, 2.8468], [-0.1782, -1.2076, 1.6896], [-3.6140, -3.5202, 10.0264], [-5.0669, -3.4134, 9.3486], [-4.3532, -1.8721, 9.8503], [-1.4887, -3.0124, 8.2778], [-2.1435, -1.4811, 8.8151], [-0.9591, -0.9071, 6.9299], [-2.5662, -0.6745, 6.7033], [-1.9397, -3.3854, 5.9291], [-1.3045, -3.0339, 3.7714], [-0.0834, -2.3157, 4.6568], [-1.2308, -0.1603, 4.6373], [-2.3806, -0.6129, 3.4454], [-1.0536, -1.4497, 1.0871], [0.2807, -2.1472, 1.9972], [0.4217, -0.5609, 1.0492], [-0.4807, 1.3082, -0.8918], [-0.8954, 2.6361, -1.2373], [-1.1921, 3.4462, -0.1356], [-1.2935, 4.9056, -0.5235], [-0.1296, 5.5325, -1.1259], [-0.3822, 6.6576, -2.1014], [0.7243, 7.4661, -2.6483], [1.3449, 6.9514, -3.8548], [2.3322, 7.7717, -4.3964], [-1.3337, 0.7727, -0.4749], [0.4345, 1.3015, -0.2999], [-0.2344, 0.8475, -1.8485], [-0.3700, 3.2245, 0.5450], [-2.0562, 3.0958, 0.4288], [-1.7095, 5.4867, 0.2995], [-2.1523, 4.9979, -1.1884], [0.3654, 4.8183, -1.6408], [-1.1608, 7.2988, -1.6883], [-0.7221, 6.2780, -3.0650], [1.4766, 7.6040, -1.8717], [0.2516, 8.4273, -2.8499], [1.9036, 8.4224, -5.1586], [3.0509, 7.1647, -4.9471], [2.9892, 8.2675, -3.6820], [3.5624, -2.7000, -4.1843], [2.8335, -3.4542, -4.7619], [4.6371, -2.2391, -4.7594], [3.1303, -2.0189, -3.1670], [5.2454, -1.6898, -4.1692], [4.7982, -2.6012, -5.6884], [2.2063, -2.1754, -2.7905], [3.7082, -1.2829, -2.7870], [2.2042, -5.1124, -0.5200], [2.9576, -5.5576, 0.2825], [1.0804, -4.4951, -0.2227], [2.3828, -4.9356, -1.7585], [0.6817, -4.6875, 0.6851], [0.5424, -4.1312, -0.9962], [3.1435, -5.4145, -2.2188], [1.6404, -4.5681, -2.3363], [0.6949, 0.0978, -5.4129], [0.4305, -1.1749, -6.0262], [0.2461, 0.9446, -5.9322], [0.3623, -0.1097, -4.3959], [1.7763, 0.2327, -5.4366], [-0.5193, -1.3101, -6.0585]], "mulliken_spin": [0.054, 0.911, 0.017, 0.055, -0.001, -0.001, -0.006, 0.000, 0.000, 0.000, 0.000, 0.000, 0.000, 0.000, 0.000, 0.000, 0.000, 0.000, 0.000, 0.000, 0.000, 0.000, 0.000, 0.000, 0.000, 0.000, 0.000, 0.000, 0.000, 0.000, 0.000, 0.000, 0.000, 0.000, 0.000, 0.000, 0.000, 0.000, 0.000, 0.000, 0.000, 0.000, -0.001, 0.000, 0.000, 0.000, 0.000, 0.000, 0.000, 0.000, 0.000, 0.000, 0.000, 0.000, 0.000, -0.001, 0.008, 0.002, 0.002, 0.000, 0.000, 0.002, 0.000, -0.005, 0.002, -0.002, -0.015, 0.000, 0.002, 0.006, -0.038, 0.006, -0.001, 0.003, 0.005, 0.003, -0.007], "spin_multiplicity": 2, "homo_energy_ev": [-9.44, -10.08], "charge": 1, "lumo_ev": [-4.4637, -4.6163]}

---

2.
{"formula": "C16H45NO7", "method": "ωB97M-V/def2-TZVPD", "symbols": ["C", "O", "C", "C", "N", "C", "C", "O", "C", "H", "H", "H", "H", "H", "H", "H", "H", "H", "H", "H", "H", "H", "H", "H", "C", "C", "O", "H", "H", "H", "H", "H", "H", "C", "C", "O", "H", "H", "H", "H", "H", "H", "C", "C", "O", "H", "H", "H", "H", "H", "H", "C", "C", "O", "H", "H", "H", "H", "H", "H", "C", "C", "O", "H", "H", "H", "H", "H", "H"], "positions_angstrom": [[10.4736, -21.6330, 23.5605], [11.5134, -22.4723, 23.0392], [11.1282, -23.8135, 22.7640], [10.3660, -23.9531, 21.4439], [10.0578, -25.3513, 21.1128], [8.7297, -25.4533, 20.4506], [7.5396, -25.4920, 21.4120], [6.3705, -25.0267, 20.8045], [5.1972, -25.2843, 21.5268], [9.7070, -22.2927, 23.9815], [10.0786, -21.1630, 22.6604], [10.7834, -20.9069, 24.3055], [10.5636, -24.2274, 23.6068], [12.0937, -24.3169, 22.7127], [10.9942, -23.5018, 20.6685], [9.4324, -23.3788, 21.4159], [9.9385, -25.8330, 22.0049], [8.7299, -26.3475, 19.8308], [8.6634, -24.5388, 19.8614], [7.8354, -24.8852, 22.2805], [7.3968, -26.4863, 21.8560], [5.1165, -24.7334, 22.4681], [5.0376, -26.3633, 21.5772], [4.3607, -24.8805, 20.9473], [4.2872, -16.9274, 22.7909], [5.1333, -16.6656, 21.5765], [6.3684, -17.3878, 21.7757], [4.0393, -17.9824, 22.9531], [3.3106, -16.4422, 22.7970], [4.8659, -16.7017, 23.6900], [5.2358, -15.6250, 21.2528], [4.7193, -17.1056, 20.6542], [6.9978, -17.0348, 21.1195], [5.1951, -21.5784, 27.0587], [5.2749, -21.0189, 25.6558], [6.4296, -21.5867, 25.0535], [4.3976, -21.1054, 27.6351], [6.1121, -21.4787, 27.6465], [5.0662, -22.6663, 27.0894], [5.4216, -19.9424, 25.7959], [4.3772, -21.2680, 25.0889], [6.5343, -21.2753, 24.1419], [8.0738, -21.1203, 20.7474], [7.1708, -21.2488, 21.9805], [7.3034, -20.0216, 22.7198], [8.0039, -20.1348, 20.2804], [7.8999, -21.8608, 19.9630], [9.1336, -21.1650, 20.9975], [7.6100, -22.0326, 22.5993], [6.1023, -21.3340, 21.7804], [6.6645, -19.3665, 22.4119], [9.7735, -17.7059, 21.0256], [9.5869, -16.1971, 21.0320], [8.3734, -15.8566, 20.3479], [9.7292, -18.1864, 20.0513], [8.9835, -18.1871, 21.6156], [10.6427, -17.9164, 21.6532], [10.4444, -15.6626, 20.6256], [9.5041, -15.9541, 22.0954], [8.1403, -14.9670, 20.6368], [7.1480, -24.9104, 25.2279], [8.4507, -25.7049, 25.4303], [9.0106, -26.1796, 24.2036], [7.3448, -24.0603, 24.5788], [6.7481, -24.5795, 26.1836], [6.4296, -25.5609, 24.7208], [8.3260, -26.5339, 26.1321], [9.1613, -25.0006, 25.8780], [8.7189, -27.0958, 24.1620]], "nbo_charge": [-0.248, -0.553, -0.069, -0.255, -0.617, -0.236, -0.069, -0.544, -0.252, 0.165, 0.172, 0.192, 0.170, 0.194, 0.190, 0.168, 0.357, 0.193, 0.194, 0.163, 0.152, 0.172, 0.169, 0.189, -0.638, -0.070, -0.774, 0.210, 0.216, 0.218, 0.167, 0.159, 0.503, -0.624, -0.064, -0.751, 0.206, 0.213, 0.202, 0.160, 0.159, 0.490, -0.640, -0.092, -0.763, 0.212, 0.215, 0.209, 0.183, 0.178, 0.500, -0.647, -0.067, -0.742, 0.214, 0.229, 0.222, 0.166, 0.165, 0.475, -0.629, -0.066, -0.737, 0.222, 0.217, 0.194, 0.161, 0.170, 0.470], "homo_energy_ev": -8.67, "e_above_lowest_kj_mol": 69.6, "lumo_ev": 0.6372}

---

3.
{"formula": "C16H46BN6O5PSV", "method": "ωB97M-V/def2-TZVPD", "symbols": ["V", "N", "C", "C", "N", "C", "C", "N", "C", "C", "N", "H", "H", "H", "H", "H", "H", "H", "H", "H", "H", "H", "H", "H", "H", "H", "H", "H", "H", "N", "C", "P", "O", "O", "C", "N", "H", "H", "H", "H", "H", "H", "H", "H", "H", "H", "C", "S", "C", "O", "H", "H", "H", "H", "H", "H", "C", "C", "C", "O", "B", "O", "C", "C", "C", "H", "H", "H", "H", "H", "H", "H", "H", "H", "H", "H", "H"], "positions_angstrom": [[-0.8041, -0.4180, 0.5609], [-2.7089, -1.1854, -0.2347], [-3.0255, -2.3663, 0.6009], [-2.9502, -1.9589, 2.0592], [-1.6318, -1.3069, 2.3457], [-1.7749, -0.1881, 3.3239], [-2.5875, 0.9462, 2.7156], [-2.0390, 1.2654, 1.3708], [-0.6708, -2.3481, 2.8269], [0.7522, -1.9972, 2.4412], [0.7777, -1.7822, 0.9713], [-3.4476, -0.4886, -0.1502], [-2.6768, -1.4583, -1.2124], [-2.2832, -3.1293, 0.3566], [-4.0119, -2.7748, 0.3768], [-3.0848, -2.8271, 2.7058], [-3.7605, -1.2727, 2.2948], [-0.7712, 0.1646, 3.5729], [-2.2344, -0.5467, 4.2487], [-2.5696, 1.8126, 3.3756], [-3.6337, 0.6656, 2.6134], [-1.3399, 2.0056, 1.4519], [-2.7631, 1.6986, 0.8013], [-0.9327, -3.2850, 2.3311], [-0.7810, -2.5069, 3.9015], [1.4330, -2.7876, 2.7570], [1.0892, -1.0766, 2.9198], [0.6974, -2.6453, 0.4285], [1.6415, -1.3170, 0.6961], [-0.1501, -2.3311, -4.8071], [-0.8171, -3.3754, -3.9498], [0.3730, -3.7385, -2.5563], [1.5873, -2.9516, -2.9279], [-0.2685, -3.6330, -1.2099], [0.7800, -5.5342, -2.8395], [1.6924, -5.9815, -1.7310], [0.8494, -2.3272, -4.5052], [-0.5146, -1.3981, -4.5979], [-0.2293, -2.5097, -5.8092], [-1.0316, -4.2472, -4.5656], [-1.7629, -2.9954, -3.5736], [1.3161, -5.6573, -3.7783], [-0.1008, -6.1739, -2.8366], [1.2931, -5.7323, -0.8204], [2.6102, -5.5313, -1.8113], [1.8409, -6.9962, -1.7427], [1.1144, 0.4503, -2.4787], [-0.6005, -0.0297, -2.1901], [-1.4172, 1.5792, -2.2640], [0.3978, 0.9655, 0.4479], [1.4419, 1.1300, -1.6979], [1.2063, 0.9222, -3.4553], [1.7112, -0.4604, -2.4521], [-1.2527, 2.0339, -3.2387], [-1.0188, 2.2272, -1.4827], [-2.4877, 1.4303, -2.1264], [2.2901, 3.8345, 2.9009], [2.3772, 3.7827, 1.3835], [3.7270, 4.2796, 0.9117], [2.2425, 2.3679, 1.0076], [0.9364, 2.1921, 0.6799], [0.1831, 3.3365, 0.6017], [1.1528, 4.4487, 0.6726], [1.4390, 4.8488, -0.7658], [0.5226, 5.5958, 1.4316], [3.0875, 3.2231, 3.3214], [1.3311, 3.4518, 3.2600], [2.4109, 4.8516, 3.2707], [4.5143, 3.7463, 1.4429], [3.8372, 5.3432, 1.1284], [3.8655, 4.1252, -0.1566], [1.8757, 4.0211, -1.3304], [2.1298, 5.6899, -0.8083], [0.5077, 5.1507, -1.2450], [0.1671, 5.2878, 2.4132], [-0.3158, 5.9977, 0.8632], [1.2485, 6.3989, 1.5666]], "mulliken_spin": [2.017, -0.017, 0.024, 0.000, -0.047, 0.027, 0.003, 0.015, 0.012, 0.014, 0.035, 0.010, 0.005, -0.004, 0.000, 0.001, -0.002, -0.009, 0.001, -0.001, -0.001, -0.009, 0.010, -0.006, -0.001, 0.002, -0.007, 0.008, 0.012, 0.001, 0.000, 0.003, 0.000, 0.008, 0.000, 0.000, 0.000, 0.000, 0.000, 0.000, 0.000, 0.000, 0.000, 0.000, 0.000, 0.000, -0.006, -0.006, 0.014, -0.142, 0.005, 0.000, 0.002, 0.000, -0.001, 0.001, 0.000, 0.000, 0.000, 0.003, 0.022, 0.002, 0.001, 0.000, 0.000, 0.000, 0.000, 0.000, 0.000, 0.000, 0.000, 0.000, 0.000, 0.000, 0.000, 0.000, 0.000], "spin_multiplicity": 3, "homo_energy_ev": [-16.60, -16.60], "e_above_lowest_kj_mol": 0.0, "charge": 3, "lumo_ev": [-8.3921, -7.5023]}

---

Number 1: energy -52295.1441 eV. Number 2: energy -33140.9953 eV. Number 3: energy -82990.2167 eV.